44
Properties=species:S:1:pos:R:3:forces:R:3:mulliken_charge:R:1 method="wB97M-V/def2-TZVPD" lumo_ha=0.0290 e_above_lowest_kj_mol=328.06 homo_energy_ev=-8.03 gap_ev=8.815 molar_mass_g_mol=341.37 smiles="N[C@@H](Cc1c[nH]cn1)C(=O)N[C@@H](Cc1c[nH]c2ccccc12)C(=O)O"
N 1.43454 -0.43189 -0.79221 -0.101 2.338 1.814 -0.49
C 1.39179 1.05896 -0.88716 -1.650 0.144 -1.960 0.66
C 0.67468 1.37574 -2.28931 -2.186 -0.124 0.912 -0.79
C 1.35492 0.97361 -3.59138 2.042 1.110 0.429 0.18
C 1.57308 1.60881 -4.81917 0.145 -1.951 1.303 -0.73
N 2.59554 0.88044 -5.50785 -2.051 -0.469 3.377 -0.14
C 2.91472 -0.17041 -4.55675 0.694 2.031 -2.600 -0.35
N 2.30231 -0.02696 -3.44370 -0.724 -0.753 -0.457 -0.30
C 0.66417 1.84555 0.24520 -0.779 2.729 0.505 -0.05
O 0.32548 3.04668 0.12605 0.883 -2.762 -0.252 -0.70
N 0.54257 1.20237 1.48288 0.224 -1.157 -3.121 -0.01
C -0.31441 1.71850 2.46373 -1.237 1.442 3.259 0.21
C -1.80157 1.23499 2.50046 1.025 -3.343 -2.213 -1.21
C -1.74284 -0.36823 2.39871 0.342 2.537 -1.876 0.58
C -1.53129 -1.16563 3.44290 -2.507 -1.013 1.696 -0.64
N -1.49398 -2.49586 2.96432 0.955 -0.537 1.731 -0.06
C -1.39128 -2.53251 1.60263 -1.971 1.160 0.414 -0.52
C -1.41773 -3.65374 0.75148 1.231 -0.783 1.389 -0.81
C -1.59611 -3.37184 -0.54354 -1.553 1.653 -2.935 -0.42
C -1.94770 -2.00984 -1.00385 0.758 -0.897 2.053 -0.93
C -1.93933 -0.90357 -0.16276 0.063 -1.993 -0.418 0.28
C -1.68383 -1.20012 1.19041 0.662 1.075 0.159 0.56
C 0.23300 1.55338 3.92476 2.141 -1.771 -1.349 0.14
O -0.44118 1.55776 4.88979 -1.651 0.783 1.553 -0.54
O 1.57766 1.22830 4.06341 0.047 1.495 2.100 -0.49
H 1.98112 -0.68156 -1.61041 0.342 -0.534 0.308 0.37
H 1.91630 -0.53735 0.10717 0.355 -1.029 -0.715 0.26
H 2.34482 1.57565 -0.86316 0.694 -0.178 -0.219 0.20
H 0.37716 2.41900 -2.27627 0.356 0.339 -0.205 0.52
H -0.35572 0.87535 -2.17487 1.470 0.243 -0.348 0.12
H 0.98274 2.43974 -5.13226 0.244 0.379 -0.813 0.41
H 2.80104 1.01919 -6.48442 0.212 -0.382 0.190 0.21
H 3.69523 -0.87340 -4.78248 0.079 -0.118 -0.022 0.44
H 0.38410 0.23008 1.18694 0.009 -0.047 1.135 0.09
H -0.42921 2.81307 2.43515 0.622 -0.134 -0.699 0.51
H -2.37743 1.52252 3.35172 0.105 0.372 0.666 0.58
H -2.29881 1.60664 1.59671 0.086 -0.002 0.152 0.35
H -1.89962 -0.79394 4.45509 1.250 -1.327 -1.064 0.33
H -1.83742 -3.32261 3.44776 0.581 0.588 0.195 0.26
H -1.19502 -4.71961 1.05107 -0.357 1.475 0.007 0.28
H -1.63353 -4.20859 -1.25784 0.062 0.618 0.193 0.36
H -2.32922 -1.77252 -1.94774 -0.034 -0.461 -1.727 0.46
H -2.22149 0.03763 -0.63237 0.116 0.082 0.701 0.41
H 1.81177 1.41620 5.08114 -0.997 -0.824 -3.247 0.39

113
Properties=species:S:1:pos:R:3:forces:R:3:mulliken_spin:R:1 method="wB97M-V/def2-TZVPD" lumo_ha="-0.1227 / -0.1240" multiplicity=2 e_above_lowest_kj_mol=27.10 total_charge=+1 homo_energy_ev="-10.13 / -10.22" gap_ev="6.790 / 6.847" molar_mass_g_mol=884.66
Ti -0.13552 0.90755 -0.54270 -0.664 -1.437 0.578 0.92
C -3.12340 -0.66804 -0.65233 0.047 0.070 0.038 0.03
N -1.69256 -0.97945 -0.52715 0.134 -0.005 0.210 -0.01
C -1.36695 -2.01860 -1.51714 -0.009 0.048 -0.077 0.01
C -1.49514 -1.51369 0.83913 -0.025 -0.024 -0.057 0.02
C -0.03976 -1.76036 1.17676 0.049 -0.004 -0.012 0.01
N 0.80948 -0.56020 0.99854 -0.063 -0.075 -0.103 -0.06
C 0.96572 0.14567 2.29317 -0.061 0.007 -0.047 0.06
C -0.30073 0.61376 2.95971 -0.001 -0.059 0.107 -0.02
C -0.51535 0.30344 4.29332 0.028 -0.038 0.026 0.00
C -1.62706 0.79004 4.96918 -0.036 0.052 0.035 0.00
C -2.47362 1.62793 4.25785 -0.028 0.022 0.006 0.00
C -2.31059 1.98251 2.91718 -0.020 0.061 0.153 0.00
C -1.21398 1.41324 2.26098 0.175 -0.020 -0.568 0.02
O -0.98252 1.53872 0.92686 -0.860 0.776 1.438 -0.03
C -3.32820 2.99739 2.36493 0.000 -0.107 0.013 0.00
C -4.74514 2.42589 2.52800 -0.065 -0.020 -0.009 0.00
C -3.16057 3.37359 0.89457 0.020 -0.031 -0.042 0.00
C -3.20973 4.29330 3.18007 0.008 0.043 0.055 0.00
C -1.93080 0.47801 6.43397 -0.003 -0.011 -0.039 0.00
C -0.90004 -0.47400 7.03559 0.043 -0.045 0.061 0.00
C -3.31545 -0.17664 6.54012 -0.003 -0.036 0.001 0.00
C -1.92236 1.78160 7.24484 0.003 0.021 -0.001 0.00
C 2.16502 -0.96484 0.54325 0.013 0.045 -0.024 0.06
C 2.25285 -1.66630 -0.79063 -0.010 -0.164 0.108 -0.01
C 2.93299 -2.86379 -0.89533 0.072 -0.062 0.067 0.00
C 3.10603 -3.49513 -2.12811 -0.048 -0.007 -0.013 0.00
C 2.60040 -2.84277 -3.24017 0.012 0.017 -0.010 0.00
C 1.89951 -1.62871 -3.19990 0.146 -0.101 -0.180 0.00
C 1.69369 -1.08203 -1.93642 -0.294 0.474 0.141 0.02
O 0.91498 -0.00145 -1.71497 0.760 -0.536 -1.204 0.00
C 1.48293 -1.03992 -4.56628 -0.043 -0.046 0.089 0.00
C 2.75119 -0.88072 -5.42108 0.072 -0.027 -0.014 0.00
C 0.53103 -2.01896 -5.26728 -0.061 -0.012 -0.045 0.00
C 0.79574 0.33215 -4.54165 0.103 -0.046 0.108 0.00
C 3.80694 -4.85156 -2.20986 -0.027 0.051 -0.006 0.00
C 4.01637 -5.30660 -3.65498 0.000 0.017 -0.019 0.00
C 2.94357 -5.89693 -1.49098 -0.023 -0.029 0.025 0.00
C 5.17633 -4.76926 -1.52618 0.077 0.000 0.027 0.00
H -3.73504 -1.53034 -0.36328 -0.001 -0.012 0.009 0.00
H -3.36275 -0.43364 -1.68814 0.002 0.000 -0.010 0.00
H -3.37883 0.17208 -0.00432 0.005 0.006 -0.021 -0.01
H -2.03897 -2.87771 -1.40249 -0.001 -0.008 -0.008 0.00
H -0.33879 -2.35500 -1.41319 -0.047 0.014 -0.011 -0.01
H -1.48359 -1.60725 -2.51918 0.012 -0.008 -0.027 0.01
H -2.04267 -2.46015 0.94461 -0.009 -0.021 -0.003 0.00
H -1.93342 -0.80646 1.53995 -0.010 0.003 0.009 -0.01
H 0.36698 -2.55681 0.55308 -0.037 0.016 -0.013 0.00
H 0.01849 -2.10656 2.21428 0.019 -0.031 0.001 0.00
H 1.61187 1.00534 2.10748 0.019 0.055 0.009 -0.01
H 1.50413 -0.50967 2.98777 0.015 -0.012 0.032 0.00
H 0.20695 -0.32607 4.79985 -0.024 0.016 -0.015 0.00
H -3.32492 2.04681 4.78021 0.040 -0.023 0.009 0.00
H -4.83394 1.45455 2.03422 -0.001 0.027 -0.010 0.00
H -5.47545 3.10424 2.08099 0.012 -0.003 0.012 0.00
H -5.02033 2.29216 3.57413 0.006 -0.011 -0.016 0.00
H -3.32285 2.51171 0.25108 0.005 -0.068 -0.098 0.00
H -2.17507 3.78082 0.67716 0.071 0.007 0.007 0.00
H -3.91082 4.12948 0.64559 0.044 -0.037 -0.009 0.00
H -3.34387 4.11818 4.24821 -0.008 0.031 -0.044 0.00
H -3.97184 5.00628 2.85715 0.014 -0.004 0.001 0.00
H -2.22931 4.75262 3.03699 -0.006 -0.012 0.002 0.00
H -0.85117 -1.41865 6.48890 -0.019 0.013 0.009 0.00
H -1.17736 -0.70349 8.06570 0.016 0.002 -0.009 0.00
H 0.09956 -0.03368 7.05441 -0.019 0.004 -0.010 0.00
H -3.34072 -1.12467 5.99805 0.007 0.015 0.002 0.00
H -4.09877 0.46366 6.13255 0.005 0.006 0.005 0.00
H -3.56025 -0.37622 7.58552 0.017 0.003 -0.009 0.00
H -0.96325 2.29418 7.14771 -0.005 -0.013 0.008 0.00
H -2.09172 1.57021 8.30281 -0.007 -0.005 -0.017 0.00
H -2.70507 2.46624 6.91319 0.015 -0.007 0.001 0.00
H 2.62521 -1.60737 1.30314 0.003 -0.020 0.036 0.00
H 2.75316 -0.04562 0.51170 0.081 -0.012 -0.042 -0.01
H 3.34125 -3.30849 0.00747 -0.026 -0.001 -0.039 0.00
H 2.74860 -3.29378 -4.21071 0.010 -0.020 0.034 0.00
H 3.21579 -1.84096 -5.64799 0.004 0.048 0.005 0.00
H 3.49104 -0.26450 -4.90566 -0.014 0.013 -0.014 0.00
H 2.50360 -0.39983 -6.37000 0.000 -0.025 0.009 0.00
H 0.95511 -3.02040 -5.34427 -0.003 0.029 -0.010 0.00
H 0.31268 -1.67058 -6.27962 -0.006 0.008 0.017 0.00
H -0.41534 -2.09868 -4.72759 0.000 -0.005 0.018 0.00
H 1.41529 1.08655 -4.05281 0.013 -0.012 0.017 0.00
H -0.16777 0.30082 -4.03829 -0.086 -0.004 0.087 0.00
H 0.63015 0.64671 -5.57603 -0.011 -0.009 0.061 0.00
H 3.06895 -5.46208 -4.17548 0.002 0.007 0.015 0.00
H 4.55314 -6.25638 -3.66267 -0.012 0.008 0.008 0.00
H 4.60818 -4.58610 -4.22422 0.006 -0.013 0.018 0.00
H 1.95688 -5.97010 -1.95331 0.010 0.002 -0.002 0.00
H 2.80622 -5.64296 -0.43794 -0.003 0.006 -0.010 0.00
H 3.41530 -6.88079 -1.53883 0.010 0.013 0.000 0.00
H 5.78334 -3.97333 -1.96226 0.000 -0.019 -0.008 0.00
H 5.71285 -5.71238 -1.64851 -0.011 0.008 0.022 0.00
H 5.08715 -4.57952 -0.45469 0.000 0.011 -0.038 0.00
Br 4.84298 4.61481 -2.82270 0.134 0.088 -0.083 0.00
C 3.41304 3.80221 -1.94371 -0.217 0.070 -0.245 0.00
C 3.58978 3.22252 -0.70621 -0.085 -0.145 0.271 0.01
C 2.50072 2.58758 -0.13810 0.034 0.030 0.064 0.02
N 1.30112 2.51444 -0.71364 0.450 0.356 0.079 -0.02
C 1.12811 3.14216 -1.87656 -0.580 0.178 -0.530 0.02
C 2.15744 3.78130 -2.53583 0.263 0.117 -0.054 0.00
C -0.26904 3.13714 -2.43870 0.954 0.274 0.151 0.00
C -0.65439 4.10058 -3.34511 -0.285 0.124 -0.218 0.00
C -1.97242 4.10330 -3.78457 0.362 0.109 0.028 0.00
Br -2.54104 5.39137 -5.00528 -0.067 0.133 -0.135 0.00
C -2.85039 3.16221 -3.29505 -0.142 -0.277 0.178 0.00
C -2.36686 2.24186 -2.38218 -0.088 -0.069 -0.058 0.02
N -1.10235 2.21189 -1.96327 -0.260 0.299 -0.239 -0.02
H 4.54307 3.24013 -0.19891 -0.008 0.007 -0.003 0.00
H 2.59606 2.11277 0.82660 0.036 -0.034 0.022 -0.01
H 2.00478 4.23798 -3.50141 0.039 -0.007 -0.010 0.00
H 0.03455 4.85706 -3.68604 -0.025 0.019 -0.017 0.00
H -3.88631 3.13776 -3.59942 0.004 0.005 0.002 0.00
H -3.02213 1.49366 -1.96721 -0.041 0.007 0.010 -0.02